1.
Molecular formula: C29H54N2O7S2
Method: DFT, wB97M-V/def2-TZVPD

The geometry in XYZ format:
```
94
Properties=species:S:1:pos:R:3:forces:R:3
C -0.047748 0.490640 -0.080227 0.2 -0.5 -0.1
C 1.071422 -0.180869 -0.865424 0.1 0.8 0.9
C 2.263173 -0.385152 0.068103 0.7 0.4 -0.1
O 1.983864 -1.239815 1.184992 -0.7 0.7 -0.2
C 1.724983 -2.517056 0.854753 -1.6 0.1 2.0
O 2.296079 -3.115771 0.033740 1.7 -1.3 -2.6
C 0.640580 -3.184805 1.687953 0.1 0.8 0.4
S -0.478851 -4.178976 0.668029 -0.2 -0.5 0.5
C -2.152471 -3.428686 0.773708 0.5 1.7 -0.7
C -2.272892 -2.033238 1.399709 1.4 0.7 -0.3
C -3.397099 -1.412738 0.593966 -1.1 -1.7 1.1
O -3.188702 -1.803078 -0.740709 0.3 0.6 -0.1
C -2.445926 -3.011336 -0.706890 -0.4 -0.6 -0.2
O 1.488590 0.804998 -1.842286 0.5 -0.6 0.1
C 1.740047 0.334272 -3.101973 1.8 -0.7 1.4
O 0.945583 0.479655 -3.937087 -2.6 0.5 -2.4
C 3.070648 -0.307907 -3.454018 -0.2 0.3 0.5
S 3.193450 -2.098939 -3.124163 0.4 -0.2 0.1
H -1.008306 0.281758 -0.535820 -0.2 0.3 -0.1
H 0.179044 1.548542 -0.040113 -0.2 0.2 -0.1
H -0.040642 0.119450 0.938335 -0.1 -0.1 0.2
H 0.734430 -1.096422 -1.342781 0.0 -0.2 -0.2
H 2.479322 0.590783 0.486788 0.0 0.1 0.3
H 3.163044 -0.675224 -0.464690 0.0 -0.5 -0.1
H 0.122617 -2.431013 2.272394 -0.2 -0.1 0.1
H 1.153627 -3.839747 2.382186 0.0 -0.2 0.2
H -2.903339 -4.045667 1.247923 0.1 -0.7 -0.2
H -2.334079 -1.925953 2.478380 -0.5 -0.4 0.2
H -1.342630 -1.516102 1.157276 0.0 0.2 -0.1
H -3.615167 -0.367345 0.754689 0.4 0.4 -0.4
H -4.289242 -1.978419 0.911396 -0.3 0.4 0.2
H -2.979724 -3.774743 -1.274775 -0.1 -0.1 0.1
H -1.509098 -2.837374 -1.221029 0.3 0.0 0.0
H 3.877009 0.241529 -2.974217 0.1 -0.3 0.3
H 3.183259 -0.190307 -4.519059 -0.1 0.1 -0.3
H 1.995959 -2.421786 -2.606568 0.0 0.4 -0.1
C -2.827403 -5.117958 6.478685 -0.3 0.1 0.0
C -1.609370 -4.174089 6.279692 -0.8 -1.8 0.1
C -0.805488 -4.074903 7.580257 0.2 0.5 0.3
C -1.477037 -3.225351 8.656292 -0.1 0.0 -0.1
C -1.851120 -1.853103 8.102688 0.5 -0.2 0.1
C -2.691709 -1.934522 6.826057 -1.8 0.4 0.6
N -2.072988 -2.834701 5.809507 1.9 0.6 1.0
O -1.090753 -2.220389 5.246565 -0.1 0.2 -0.9
C -4.111414 -2.413694 7.187374 -0.1 -0.3 0.1
C -2.888682 -0.529494 6.260792 0.4 0.1 -0.4
C -0.737539 -4.853800 5.229551 0.3 0.4 -0.5
H -2.651595 -6.093461 6.026739 0.2 0.0 0.0
H -3.056306 -5.294269 7.530445 0.0 0.1 0.0
H -3.723356 -4.729900 5.996218 0.0 0.1 0.0
H 0.177460 -3.641928 7.366204 -0.1 0.0 -0.1
H -0.616561 -5.078348 7.967935 -0.1 -0.1 -0.2
H -2.361663 -3.735900 9.047676 0.0 0.0 0.0
H -0.796726 -3.106762 9.501978 0.0 0.0 0.0
H -2.395510 -1.285458 8.860534 -0.1 0.0 -0.1
H -0.933681 -1.289888 7.902233 0.0 0.0 -0.1
H -4.711146 -2.567831 6.288671 0.0 0.0 0.0
H -4.618472 -1.662245 7.792925 0.1 0.1 0.0
H -4.127290 -3.332769 7.769518 0.0 0.0 -0.1
H -1.943680 -0.022171 6.072274 0.0 -0.1 -0.1
H -3.444023 0.082002 6.971422 -0.1 -0.1 0.1
H -3.454947 -0.557708 5.327753 0.0 0.0 0.0
H -1.261191 -4.919467 4.272800 0.0 0.0 0.0
H -0.485938 -5.866140 5.544588 -0.2 0.0 0.2
H 0.205818 -4.332223 5.069776 -0.1 0.1 0.0
C 1.567011 4.975944 -8.499618 -0.1 -0.2 0.0
C 1.867201 5.874936 -7.268283 -0.1 -0.3 -1.9
C 3.377347 5.922915 -7.008723 0.3 -0.1 0.5
C 3.939860 4.641791 -6.397309 -0.1 0.0 -0.1
C 3.153347 4.251364 -5.149741 0.3 0.4 -0.1
C 1.647244 4.157953 -5.400751 -0.4 -2.0 -0.1
N 1.117829 5.378377 -6.077412 1.7 1.0 1.1
O 1.023619 6.328561 -5.214483 -0.8 0.3 0.2
C 1.352197 2.898187 -6.239588 0.1 0.0 -0.4
C 0.932963 3.913175 -4.072645 -0.2 0.6 0.3
C 1.408129 7.275380 -7.669324 -0.2 0.3 0.5
H 1.339634 5.573819 -9.381768 0.1 0.1 0.1
H 2.405083 4.329744 -8.764069 0.0 -0.1 0.1
H 0.691913 4.348560 -8.338246 0.0 0.0 0.1
H 3.602111 6.753466 -6.331133 -0.2 0.0 0.0
H 3.899331 6.143904 -7.942619 -0.2 0.0 -0.1
H 3.923512 3.830992 -7.131364 0.0 0.0 0.0
H 4.989695 4.794010 -6.137024 0.0 0.0 0.0
H 3.518639 3.294772 -4.767008 -0.2 -0.1 0.0
H 3.348852 4.987834 -4.362973 -0.1 0.1 0.0
H 0.296514 2.848821 -6.510569 0.0 0.0 0.0
H 1.579471 1.996257 -5.671809 0.0 0.1 0.1
H 1.941041 2.833622 -7.153242 -0.1 0.1 0.0
H 1.154788 4.680633 -3.331733 0.0 0.1 -0.1
H 1.243184 2.963270 -3.645541 0.1 -0.1 -0.2
H -0.148859 3.874784 -4.209271 0.0 0.0 0.0
H 0.330400 7.301861 -7.840665 0.0 0.0 0.0
H 1.903785 7.573051 -8.593396 0.1 -0.2 0.0
H 1.655653 8.025325 -6.919334 -0.1 -0.1 0.1
```
Forces are in eV/Å.

2S+1: 3
expectation value of S²: 2.008
LUMO (spin up / spin down): 0.51 / -0.08 eV
max |F|: 0.069 hartree/bohr

---

2.
Molecular formula: C29H55Br2F3NO4S
Method: DFT, wB97M-V/def2-TZVPD

The geometry in XYZ format:
```
95
Properties=species:S:1:pos:R:3:forces:R:3
C -5.537356 0.066682 -1.578762 0.1 0.3 0.0
O -5.923490 1.356651 -1.147993 0.1 -0.3 0.0
C -5.129067 1.909053 -0.114851 -0.4 0.5 0.2
C -4.176971 2.964103 -0.648636 0.3 -0.1 -0.3
C -3.375564 2.538601 -1.884113 -0.6 0.7 -0.3
C -2.204932 3.485460 -2.143549 0.3 -0.8 0.6
C -0.933846 3.059234 -1.369624 0.0 0.9 -0.6
C 0.342074 3.241922 -2.215400 0.3 0.0 1.4
C 1.579082 3.581061 -1.342869 0.4 -0.5 -0.4
C 2.574212 2.409981 -1.329228 -0.3 0.6 0.7
C 1.966020 1.245958 -0.529688 0.5 -0.3 -0.7
C 2.966632 0.502771 0.361306 -0.7 0.3 -0.4
C 2.358305 0.020298 1.679976 1.1 -2.1 1.7
C 2.390353 0.967575 2.911941 0.4 0.3 -0.3
C 3.361821 2.144203 2.808834 -0.3 0.5 0.6
C 2.885938 3.302417 3.706857 0.5 -0.1 -0.7
S 3.815830 4.802090 3.257837 0.0 0.3 -0.1
C 3.348460 -1.044977 2.104259 -0.2 0.6 -0.2
N 2.939839 -2.237703 1.974960 -0.1 -0.3 0.3
C 1.534389 -2.398873 1.422217 1.8 0.6 0.4
C 1.779228 -2.871811 -0.039395 -1.4 -0.7 0.0
C 0.629996 -3.751438 -0.612719 0.3 0.8 0.4
C -0.622187 -2.912772 -0.786512 0.6 0.5 -0.3
O -1.598541 -3.602493 -1.518796 0.0 -0.3 0.1
C -2.637040 -2.741640 -1.913959 -0.4 0.2 -0.1
C 0.935639 -3.421849 2.384843 -0.6 -0.1 -0.1
O -0.386494 -3.738540 2.064855 0.1 0.1 -0.1
C -0.797864 -4.999496 2.571824 -0.5 0.2 -0.1
C 1.086262 -0.916805 1.562437 -1.2 0.8 -1.8
C -0.138936 -0.622385 2.436115 0.2 0.3 0.2
C -1.158127 0.328435 1.775519 -0.6 -0.7 0.5
O -2.443371 -0.176208 2.105394 0.2 -0.2 0.2
C -1.109328 1.762381 2.306081 -1.0 0.7 -0.6
F -0.063064 2.464829 1.785168 -0.3 -0.4 0.7
F -1.074749 1.820110 3.653146 0.3 0.1 -0.8
F -2.234568 2.417780 1.905532 0.8 -0.3 0.4
H -5.683813 0.009448 -2.653410 -0.1 -0.1 -0.1
H -6.115059 -0.717829 -1.089364 -0.1 0.0 0.1
H -4.478452 -0.098445 -1.377214 0.1 -0.2 0.0
H -4.630468 1.134406 0.475951 0.1 -0.2 -0.1
H -5.827557 2.402942 0.559922 0.0 -0.1 0.2
H -3.484503 3.323108 0.114235 -0.2 -0.1 0.3
H -4.786420 3.817650 -0.940216 0.0 0.2 0.0
H -3.055356 1.499631 -1.824014 0.2 -0.1 0.0
H -4.056262 2.610595 -2.730929 -0.1 -0.3 -0.1
H -1.977232 3.544240 -3.203216 0.0 0.0 -0.2
H -2.475229 4.479191 -1.793874 -0.1 0.2 -0.2
H -1.024569 2.030670 -1.018336 0.0 -0.1 0.0
H -0.836894 3.694029 -0.490660 -0.1 -0.1 0.2
H 0.566242 2.289502 -2.686462 -0.1 0.1 -0.7
H 0.201154 4.032609 -2.942493 -0.1 -0.1 -0.3
H 2.091532 4.482218 -1.671768 -0.1 0.1 -0.2
H 1.300488 3.745249 -0.303129 -0.2 0.2 0.1
H 3.494887 2.760861 -0.859941 0.1 -0.1 0.0
H 2.819662 2.096036 -2.340345 0.1 0.0 -0.1
H 1.638269 0.526973 -1.265936 -0.5 -0.4 -0.2
H 1.071099 1.552699 0.004083 0.1 0.2 0.3
H 3.332711 -0.372467 -0.174544 0.1 -0.1 -0.2
H 3.839333 1.129358 0.511359 0.1 0.0 0.4
H 2.711485 0.364580 3.765190 -0.2 0.0 0.3
H 1.419368 1.355758 3.184118 -0.2 0.0 -0.2
H 3.417687 2.561094 1.808687 0.0 -0.1 -0.2
H 4.372576 1.899242 3.131198 0.2 -0.2 -0.2
H 1.858658 3.515253 3.430102 -0.2 0.1 0.4
H 2.981791 3.066439 4.759114 -0.2 0.1 0.2
H 4.567585 5.034389 4.340738 -0.1 -0.3 0.1
H 4.334153 -0.801707 2.478513 0.2 -0.2 0.0
H 3.485796 -3.051457 2.237556 0.1 0.0 -0.1
H 2.705718 -3.440801 -0.097185 0.1 -0.1 0.1
H 1.869395 -2.021484 -0.706250 0.2 0.3 0.0
H 0.466100 -4.575524 0.072462 -0.1 -0.4 -0.3
H 0.939545 -4.074013 -1.603447 0.0 -0.4 0.0
H -0.311609 -2.048352 -1.394794 -0.2 0.0 0.5
H -0.981077 -2.550201 0.181789 -0.3 -0.1 0.0
H -3.172753 -2.326584 -1.053436 0.0 0.0 0.1
H -3.350765 -3.293538 -2.515836 0.0 -0.2 0.0
H -2.274398 -1.912420 -2.525530 0.2 0.1 0.0
H 1.540415 -4.334745 2.325999 0.2 0.0 0.1
H 0.982986 -3.006106 3.397375 0.2 -0.1 0.2
H -0.971446 -4.941005 3.645629 0.2 -0.2 0.2
H -1.747689 -5.230559 2.102652 -0.1 0.0 -0.1
H -0.095538 -5.787622 2.301421 0.2 0.0 0.1
H 0.702212 -0.701006 0.565951 0.0 0.0 -0.2
H -0.705934 -1.529344 2.612781 0.0 -0.2 -0.1
H 0.103759 -0.224104 3.418570 0.2 -0.1 0.1
H -1.077130 0.325906 0.688575 0.4 0.4 -0.1
H -3.039326 -0.059439 1.362074 -0.1 0.2 0.0
Br 0.530367 -1.478817 -3.575394 0.2 0.2 -0.5
C 0.790406 -2.921781 -4.863903 0.0 -0.1 0.2
C 2.251636 -3.179417 -5.111067 0.1 0.1 -0.3
Br 3.040746 -1.811996 -6.242706 0.0 0.0 0.1
H 0.253233 -2.635847 -5.761874 0.0 0.0 0.0
H 0.314029 -3.793606 -4.418972 0.0 0.0 0.0
H 2.382552 -4.116097 -5.647887 0.0 0.0 0.0
H 2.833321 -3.202367 -4.194918 0.0 0.0 0.0
```
Forces are in eV/Å.

total charge: +1
LUMO: -3.39 eV
max |F|: 0.056 hartree/bohr

---

E_tot for every record listed, in sequence, given in eV: -69927.0377; -199709.8464.